No. 1
Formula: H3N2O4
Source: the OMol25 dataset
Level of theory: ωB97M-V/def2-TZVPD

```
9
Properties=species:S:1:pos:R:3:mulliken_charge:R:1
N -0.872 -1.360 -0.256 -0.042
N -2.470 0.393 -0.135 0.180
O -2.311 -0.852 0.187 -0.166
O 2.336 0.584 -0.535 -0.663
O -0.195 -0.287 -0.500 -0.591
O -3.607 0.860 -0.034 -0.533
H 1.508 0.771 -1.110 0.364
H -0.549 -1.789 0.724 0.145
H 2.269 -0.428 -0.364 0.307
```

- Total charge: -1
- M: 95.03 g/mol
- LUMO level (spin up / spin down): 0.1638 / 0.1638 Ha
- Kohn-Sham gap (spin up / spin down): 7.552 / 7.552 eV
- Energy relative to the best compared isomer or geometry (same formula, charge and spin): 121.9 kJ/mol
- Highest occupied orbital energy (spin up / spin down): -0.1137 / -0.1137 Ha

***

No. 2
Formula: H3N2OS
Source: the OMol25 dataset
Level of theory: ωB97M-V/def2-TZVPD

```
7
Properties=species:S:1:pos:R:3:mulliken_charge:R:1
N 0.586 -0.297 -0.857 0.357
N -0.610 0.044 -0.651 -0.412
O 1.232 -1.334 -0.478 -0.675
S -0.898 1.419 1.319 -0.753
H 1.137 0.458 -1.293 0.236
H -1.145 -0.775 -0.099 0.255
H -0.301 0.485 2.059 -0.009
```

- Total charge: -1
- M: 79.10 g/mol
- LUMO level (spin up / spin down): 0.1683 / 0.1682 Ha
- Kohn-Sham gap (spin up / spin down): 6.828 / 6.825 eV
- Energy relative to the best compared isomer or geometry (same formula, charge and spin): 198.2 kJ/mol
- Highest occupied orbital energy (spin up / spin down): -0.0826 / -0.0826 Ha